The following is a quantum chemistry calculation of a structure of composition C33H30IrN5O5S5Si in a non-equilibrium geometry, from the Open Molecules 2025 dataset.

Geometry (Å):
Ir -0.190 -1.025 -1.099
S 2.026 -0.905 -1.836
C 2.289 0.635 -1.095
N 3.590 1.005 -0.740
N 4.174 0.017 -0.084
C 5.486 0.121 0.323
C 6.316 1.163 -0.102
C 7.633 1.204 0.327
C 8.141 0.227 1.175
C 7.306 -0.804 1.599
C 5.990 -0.864 1.182
N 1.382 1.528 -0.861
N 0.086 1.125 -1.170
C -0.693 2.106 -1.477
C -0.188 3.482 -1.524
C -0.926 4.485 -2.002
C -2.269 4.260 -2.520
C -2.831 3.062 -2.413
C -2.182 1.859 -1.746
H 3.563 -0.704 0.368
H 5.908 1.918 -0.758
H 8.272 2.013 -0.006
H 9.172 0.269 1.505
H 7.686 -1.569 2.266
H 5.325 -1.652 1.516
H 0.825 3.638 -1.188
H -0.512 5.486 -2.034
H -2.801 5.077 -2.993
H -3.827 2.874 -2.795
H -2.882 -0.055 -2.109
O -4.823 -6.086 -1.136
C -4.005 -5.152 -1.168
S -2.180 -5.500 -1.337
C -1.749 -3.838 -1.103
C -2.697 -2.988 -0.517
S -2.330 -1.374 -0.132
S -4.225 -3.667 -0.061
S -0.178 -3.296 -1.445
O 2.606 -1.434 1.603
C 1.414 -1.172 1.883
O 0.525 -0.680 1.149
C 0.967 -1.461 3.310
C -0.389 -1.513 3.606
C -0.844 -1.787 4.899
C 0.116 -1.984 5.860
O -0.062 -2.274 7.201
C 1.243 -2.308 7.762
O 2.196 -2.187 6.718
C 1.463 -1.931 5.569
C 1.927 -1.683 4.304
H -1.090 -1.345 2.798
H -1.899 -1.850 5.130
H 1.389 -3.261 8.278
H 1.359 -1.470 8.462
H 2.978 -1.660 4.052
C -2.023 -1.354 -4.551
Si -2.002 0.485 -4.255
C -0.332 1.247 -4.616
C -3.252 1.300 -5.413
N -2.400 0.696 -2.587
C -2.911 1.694 -0.398
C -4.290 1.481 -0.408
C -4.986 1.299 0.772
C -4.315 1.335 1.989
C -2.949 1.553 2.007
C -2.247 1.735 0.821
H -1.886 -1.589 -5.610
H -2.970 -1.796 -4.229
H -1.230 -1.843 -3.980
H -0.078 1.128 -5.674
H 0.445 0.767 -4.016
H -0.323 2.318 -4.390
H -3.079 0.983 -6.446
H -3.179 2.390 -5.379
H -4.273 1.018 -5.142
H -4.814 1.411 -1.353
H -6.051 1.101 0.743
H -4.854 1.168 2.913
H -2.406 1.548 2.944
H -1.173 1.848 0.863

Properties
HOMO (alpha / beta)	0.0124 / -0.0772	Eh
charge	-2
gap between HOMO and LUMO (alpha / beta)	3.6 / 5.8	eV
multiplicity	5

Mulliken population analysis, charges in e, atoms 1 to 6: number 1, Ir, carries 2.586; number 2, S, carries -0.618; number 3, C, carries 0.094; number 4, N, carries -0.745; number 5, N, carries 0.571; number 6, C, carries 0.425


The following is a quantum chemistry calculation of a structure of composition C37H28F5N4SYb, from the Open Molecules 2025 dataset.

Geometry (Å):
Yb -0.394 -0.341 -0.860
C -5.485 2.299 0.624
C -5.809 0.967 0.855
C -4.850 -0.021 0.715
C -3.563 0.340 0.336
C -3.231 1.662 0.092
C -4.198 2.645 0.245
N -2.530 -0.656 0.165
N -2.691 -1.682 0.862
C -1.690 -2.703 0.742
C -1.973 -3.835 1.500
C -1.069 -4.885 1.493
C 0.092 -4.768 0.741
C 0.349 -3.614 0.001
C -0.535 -2.535 -0.033
H -6.240 3.065 0.734
H -6.816 0.695 1.140
H -5.087 -1.060 0.887
H -2.223 1.936 -0.197
H -3.939 3.679 0.063
H -2.885 -3.874 2.080
H -1.263 -5.780 2.068
H 0.810 -5.580 0.734
H 1.277 -3.567 -0.563
C 5.112 0.204 0.238
C 4.039 -0.137 -0.735
C 4.030 -0.215 -2.117
C 2.709 -0.516 -2.477
N 1.957 -0.628 -1.383
N 2.788 -0.406 -0.339
C 2.132 -0.701 -3.839
H 6.079 0.213 -0.259
H 5.151 -0.519 1.053
H 4.937 1.192 0.666
H 4.866 -0.066 -2.776
H 2.399 -0.394 0.596
H 2.920 -0.648 -4.587
H 1.395 0.076 -4.052
H 1.641 -1.671 -3.928
F -3.166 -2.373 -6.986
C -2.686 -1.537 -6.066
C -2.759 -0.165 -6.258
F -3.309 0.313 -7.372
C -2.264 0.704 -5.300
F -2.365 2.011 -5.543
C -1.680 0.250 -4.119
S -1.043 1.355 -2.903
C -1.630 -1.127 -3.978
F -1.066 -1.644 -2.839
C -2.111 -2.029 -4.905
F -2.029 -3.341 -4.697
C 2.277 -0.086 5.938
C 0.981 -0.563 5.833
C 0.311 -0.492 4.621
C 0.907 0.076 3.498
C 2.219 0.541 3.617
C 2.896 0.462 4.821
C 0.161 0.073 2.212
C 0.243 0.846 1.109
C 0.996 2.130 1.087
C 1.685 2.526 -0.062
C 2.353 3.741 -0.135
C 2.314 4.618 0.938
C 1.593 4.268 2.074
C 0.948 3.047 2.145
H 2.808 -0.146 6.879
H 0.491 -0.999 6.694
H -0.697 -0.882 4.537
H 2.711 0.981 2.759
H 3.911 0.830 4.890
H -0.533 -0.770 2.186
H 1.710 1.878 -0.938
H 2.881 4.007 -1.041
H 2.819 5.574 0.883
H 1.528 4.956 2.907
H 0.382 2.796 3.032

Properties
HOMO (alpha / beta)	-0.2804 / -0.2807	Eh
gap between HOMO and LUMO (alpha / beta)	6.8 / 6.8	eV
multiplicity	2

Mulliken population analysis, charges in e, atoms 1 to 6: number 1, Yb, carries 0.060; number 2, C, carries -0.441; number 3, C, carries -0.592; number 4, C, carries -0.437; number 5, C, carries 0.163; number 6, C, carries 0.369


Here are the calculated ΔE to the lowest compared entry with this formula, charge and spin numbers, same order: 30.2 0.0 (kcal per mole).